[1]
Formula: C7H11BiI2N2O2
Source: the Open Molecules 2025 dataset
Level of theory: ωB97M-V/def2-TZVPD

Structure (XYZ):
```
25
C7H11BiI2N2O2, DFT ωB97M-V/def2-TZVPD
Bi 1.673 -0.892 1.397
I 1.949 -3.284 -0.242
I -1.985 2.430 2.277
O -0.571 -3.736 3.023
O -0.939 -4.097 0.772
N 0.085 0.071 -1.443
N 1.410 1.409 -0.364
C 2.327 1.882 0.665
C 0.647 0.285 -0.202
C -0.835 -3.946 1.904
C -0.854 -0.979 -1.795
C -2.690 0.687 1.599
C 1.328 1.887 -1.641
C 0.470 1.058 -2.323
H -1.806 -0.868 -1.247
H -1.074 -0.907 -2.872
H -2.003 0.251 0.875
H 1.849 1.866 1.660
H -2.710 0.008 2.454
H -3.711 0.824 1.226
H 3.257 1.277 0.709
H 2.612 2.916 0.438
H 1.902 2.757 -1.936
H 0.115 1.084 -3.346
H -0.447 -1.980 -1.589
```

Summary:
Kohn-Sham gap (alpha / beta)   3.42 / 0.98 eV
Largest force on an atom   0.052 Eh/bohr
Lowest unoccupied orbital energy (alpha / beta)   4.495 / 3.360 eV
E   -36550.8339 eV
Charge   -2
M   618.0 g mol⁻¹

[2]
Formula: C7H11BrMnN2O2PS
Source: the Open Molecules 2025 dataset
Level of theory: ωB97M-V/def2-TZVPD

Structure (XYZ):
```
26
C7H11BrMnN2O2PS, DFT ωB97M-V/def2-TZVPD
Br 0.302 1.946 -1.267
Mn 0.804 -2.090 -4.365
S 0.988 -2.712 1.859
P -0.326 -2.012 0.629
O -1.325 -0.874 -2.235
O 0.628 -0.700 -3.237
N -0.228 0.407 1.412
N -0.326 -0.354 0.242
C 0.461 0.034 -0.910
C -1.376 1.271 1.756
C -2.532 1.269 0.782
C -0.191 -0.558 -2.166
C 3.207 1.182 0.942
C 1.956 -0.330 -0.817
C 2.744 0.543 0.040
H -3.153 0.391 0.901
H 2.367 -0.294 -1.820
H -1.634 -2.309 1.012
H 2.071 -1.346 -0.442
H 0.671 0.851 1.491
H 3.600 1.839 1.677
H -1.016 2.278 1.935
H -0.212 -2.585 -0.651
H -3.156 2.127 1.004
H -1.764 0.914 2.705
H -2.229 1.357 -0.250
```

Summary:
Kohn-Sham gap (alpha / beta)   3.54 / 3.42 eV
Largest force on an atom   0.029 Eh/bohr
Lowest unoccupied orbital energy (alpha / beta)   -7.627 / -7.749 eV
E   -135987.5026 eV
Spin multiplicity   6
Charge   +1
M   353.1 g mol⁻¹
<S²>   8.76

[3]
Formula: C7H11Cl2N2
Source: the Open Molecules 2025 dataset
Level of theory: ωB97M-V/def2-TZVPD

Structure (XYZ):
```
22
C7H11Cl2N2, DFT ωB97M-V/def2-TZVPD
Cl -3.304 -1.175 -0.926
Cl -2.912 0.782 1.226
N 0.579 1.683 0.409
N -0.989 2.341 -1.737
C -2.550 -0.778 0.537
C -0.271 -0.706 0.432
C 2.128 -0.207 0.305
C 0.083 -2.038 0.454
C 1.413 -2.498 0.490
C 2.423 -1.554 0.326
C 0.858 0.290 0.262
H -0.238 2.009 -0.620
H 0.100 1.755 1.235
H 3.471 -1.997 0.317
H -0.722 -2.762 0.716
H -0.292 2.115 -2.415
H 2.985 0.526 0.333
H -1.833 1.740 -1.763
H 1.768 -3.549 0.588
H -1.475 3.278 -1.773
H 1.310 2.369 0.357
H -2.531 -1.624 1.246
```

Summary:
Kohn-Sham gap (alpha / beta)   8.93 / 8.93 eV
Largest force on an atom   0.077 Eh/bohr
Lowest unoccupied orbital energy (alpha / beta)   -3.689 / -3.689 eV
E   -35452.6825 eV
Charge   +1
M   194.1 g mol⁻¹
Relative energy (zero: lowest compared OMol25 entry of this formula, charge and spin)   2.243 eV

[4]
Formula: C7H11ClSi
Source: the Open Molecules 2025 dataset
Level of theory: ωB97M-V/def2-TZVPD

Structure (XYZ):
```
20
C7H11ClSi, DFT ωB97M-V/def2-TZVPD
Cl 1.431 3.878 0.619
Si 0.316 0.920 0.998
C -0.474 -1.928 -0.229
C -1.286 1.465 -1.474
C -0.256 2.544 -1.191
C -1.555 0.260 -0.921
C 0.343 2.607 0.004
C -0.914 -0.549 0.318
C 2.174 0.396 0.803
H -1.022 -2.329 -1.068
H -0.279 3.335 -1.995
H -1.838 1.866 -2.299
H 2.525 1.361 0.681
H -1.812 -0.605 0.922
H -0.462 -2.609 0.648
H -2.384 -0.246 -1.510
H 0.502 -1.766 -0.563
H 2.200 -0.066 -0.199
H 0.268 1.012 2.505
H 2.595 -0.255 1.638
```

Summary:
Kohn-Sham gap   9.22 eV
Largest force on an atom   0.085 Eh/bohr
Lowest unoccupied orbital energy   0.408 eV
E   -27835.1262 eV
SMILES string   C[C@@H]1C=CC=C(Cl)[Si@@H]1C
M   158.7 g mol⁻¹
Relative energy (zero: lowest compared OMol25 entry of this formula, charge and spin)   1.299 eV

[5]
Formula: C7H11CuFO2
Source: the Open Molecules 2025 dataset
Level of theory: ωB97M-V/def2-TZVPD

Structure (XYZ):
```
22
C7H11CuFO2, DFT ωB97M-V/def2-TZVPD
Cu -3.639 -2.857 0.194
F -3.064 -0.219 1.598
O -2.001 -1.986 -0.112
O -0.090 -1.033 0.255
C -2.904 0.884 -0.523
C 3.450 0.324 -1.498
C -1.380 -0.980 0.240
C 3.092 0.538 -0.245
C 2.219 -0.397 0.543
C -2.162 0.266 0.651
C 0.771 0.087 0.660
H -2.861 0.267 -1.421
H -1.530 0.989 1.160
H 2.626 -0.536 1.546
H 3.431 1.437 0.262
H 2.204 -1.378 0.065
H 3.150 -0.575 -2.026
H 0.575 0.928 -0.005
H 0.500 0.342 1.684
H 4.071 1.026 -2.036
H -3.947 1.003 -0.229
H -2.510 1.870 -0.762
```

Summary:
Kohn-Sham gap   7.54 eV
Largest force on an atom   0.008 Eh/bohr
Lowest unoccupied orbital energy   -5.196 eV
E   -58881.2111 eV
Charge   +1
M   209.7 g mol⁻¹

[6]
Formula: C7H11F
Source: the Open Molecules 2025 dataset
Level of theory: ωB97M-V/def2-TZVPD

Structure (XYZ):
```
19
C7H11F, DFT ωB97M-V/def2-TZVPD
F -1.724 -0.995 -0.913
C -0.050 -1.518 0.627
C 0.323 0.083 -1.431
C 1.188 -1.107 1.399
C -1.088 0.851 0.404
C 0.138 1.586 -1.475
C -0.620 -0.427 -0.322
C -0.590 2.047 -0.469
H 1.392 -0.124 -1.239
H 1.650 -1.944 1.991
H 0.097 -2.452 0.055
H -2.192 0.973 0.527
H 2.040 -0.734 0.807
H -0.819 -1.788 1.322
H 0.698 2.194 -2.235
H -0.811 3.084 -0.205
H -0.616 0.974 1.408
H 0.941 -0.333 2.129
H 0.043 -0.371 -2.379
```

Summary:
Kohn-Sham gap   10.46 eV
Largest force on an atom   0.040 Eh/bohr
Lowest unoccupied orbital energy   1.068 eV
E   -10154.4026 eV
SMILES string   CCC1(F)CC=CC1
M   114.2 g mol⁻¹
Relative energy (zero: lowest compared OMol25 entry of this formula, charge and spin)   0.000 eV